Here is C28H24Cl3NO3Pb as an isolated structure from OMol25. Energies are from ωB97M-V/def2-TZVPD.

**Energy relative to the best compared isomer or geometry (same formula, charge and spin)**: 11.6 kcal per mole
**E_LUMO**: -0.8 eV
**Highest occupied orbital energy**: -0.294 hartree
**HOMO-LUMO gap**: 7.2 eV

ORCA input file:
```
! RIJCOSX wB97M-V def2-TZVPD def2/J DEFGRID3
* xyz 0 1
Pb 1.62772 -0.33294 -0.11921
C -0.94241 -3.89099 -1.07240
C -0.39278 -3.20063 0.15179
C -1.06625 -2.12085 0.72640
C -0.56848 -1.48537 1.85600
C 0.61565 -1.92845 2.43934
C 1.28978 -3.01299 1.88683
C 0.79138 -3.63413 0.74624
H -1.63211 -4.68839 -0.78524
H -0.14496 -4.34145 -1.66408
H -1.49219 -3.19394 -1.70570
H -1.98791 -1.76986 0.27529
H -1.09246 -0.63450 2.28181
H 0.99320 -1.43946 3.33014
H 2.20490 -3.37244 2.34217
H 1.32679 -4.47392 0.31511
Cl 8.48821 -2.17441 -2.94954
C 7.05479 -1.47421 -2.25451
C 5.86436 -2.16605 -2.30344
C 4.74027 -1.58436 -1.74451
Cl 3.23244 -2.46916 -1.79632
C 4.73148 -0.32316 -1.12835
O 3.67009 0.25798 -0.60643
C 5.98145 0.32983 -1.10690
Cl 6.07139 1.88767 -0.36254
C 7.12010 -0.22608 -1.65585
H 5.80522 -3.14077 -2.76669
H 8.05692 0.31404 -1.61528
C -4.78644 -0.95778 1.26019
C -4.00954 0.24957 1.74170
C -3.90457 0.45733 3.11083
C -3.23459 1.56991 3.59948
C -2.65485 2.46005 2.72329
C -2.72385 2.26376 1.34030
N -2.11664 3.27488 0.55605
C -1.33913 2.99873 -0.61179
C -1.88722 3.15972 -1.87813
C -1.13559 2.92511 -3.01923
C 0.19825 2.55437 -2.90617
C 0.76046 2.42168 -1.64463
C 0.00329 2.63631 -0.49069
C 0.66989 2.54611 0.86784
O 0.48091 3.41447 1.69703
O 1.44012 1.51143 1.03625
C -3.42103 1.15173 0.83368
C -3.61999 0.94855 -0.65225
H -5.14790 -1.53182 2.11258
H -4.17516 -1.62512 0.64794
H -5.65491 -0.67030 0.66292
H -4.35801 -0.25048 3.79475
H -3.15907 1.73919 4.66697
H -2.11122 3.31959 3.10016
H -1.54441 3.84685 1.16428
H -2.92365 3.46340 -1.95264
H -1.58505 3.05326 -3.99617
H 0.80534 2.41223 -3.79147
H 1.82842 2.23871 -1.55084
H -4.17766 1.78282 -1.08587
H -4.18471 0.04188 -0.85271
H -2.67808 0.88284 -1.19778
*
```

Here is C28H24F10MgN5OS as an isolated structure from OMol25. Energies are from ωB97M-V/def2-TZVPD.

**Energy relative to the best compared isomer or geometry (same formula, charge and spin)**: 0.0 kcal per mole
**E_LUMO**: 2.5 eV
**Highest occupied orbital energy**: -0.170 hartree
**HOMO-LUMO gap**: 7.2 eV

ORCA input file:
```
! RIJCOSX wB97M-V def2-TZVPD def2/J DEFGRID3
* xyz -1 1
Mg -0.97254 -0.47206 -0.58515
C -3.93353 -1.04701 -1.44629
N -3.18252 -0.59757 -0.28420
C -3.46773 0.78958 0.07161
C -2.97451 1.72644 -1.02639
N -1.63927 1.30710 -1.44227
C -0.90145 2.18270 -2.14869
C -1.28984 3.40487 -2.74679
F -2.57918 3.81113 -2.72614
C -0.40306 4.23885 -3.40173
F -0.85392 5.38511 -3.93479
C 0.93351 3.91642 -3.53726
F 1.78778 4.73755 -4.17787
C 1.35992 2.71239 -3.00332
F 2.64978 2.35513 -3.09582
C 0.46448 1.89507 -2.35873
F 0.93056 0.73061 -1.83803
C -3.25024 -1.54862 0.81843
C -2.52614 -2.84834 0.44467
N -1.33489 -2.51547 -0.31305
C -0.43841 -3.47160 -0.59266
C -0.43958 -4.84839 -0.27596
F -1.47498 -5.40797 0.39624
C 0.60301 -5.69430 -0.60696
F 0.53592 -6.98672 -0.24730
C 1.71461 -5.24432 -1.29081
F 2.73117 -6.07550 -1.59317
C 1.75586 -3.90632 -1.64835
F 2.82383 -3.41821 -2.29408
C 0.71228 -3.08523 -1.31194
F 0.78633 -1.76793 -1.65348
H -5.01432 -1.07531 -1.23996
H -3.60285 -2.04387 -1.73314
H -3.75543 -0.37735 -2.28584
H -2.92388 1.00771 0.99428
H -4.54096 0.95310 0.25655
H -2.96447 2.73604 -0.61035
H -3.68824 1.73041 -1.85990
H -4.29020 -1.76223 1.11060
H -2.73944 -1.08766 1.66672
H -3.19969 -3.50804 -0.11973
H -2.29974 -3.37193 1.37968
S 0.01503 0.16325 1.58903
C 0.83199 -1.38283 1.87451
C 0.24178 -2.37632 2.66186
C 0.85504 -3.60589 2.84554
C 2.08646 -3.87496 2.26030
C 2.69685 -2.89026 1.49717
C 2.07880 -1.66156 1.30831
H -0.72032 -2.17366 3.11689
H 0.36277 -4.36478 3.44301
H 2.55922 -4.84024 2.39212
H 3.65495 -3.08356 1.02798
H 2.55039 -0.90589 0.69040
N -1.22810 4.07283 0.73974
C -0.11896 3.89285 1.01126
N 1.14892 3.70865 1.36634
C 1.85367 4.78681 2.04773
C 3.00261 4.17429 2.82982
O 3.85480 3.42670 1.98742
C 3.14259 2.35233 1.37648
C 2.00362 2.86616 0.52385
H 1.16205 5.29358 2.72039
H 2.24211 5.51476 1.32357
H 2.59679 3.52991 3.62063
H 3.61121 4.95652 3.28411
H 2.74113 1.67934 2.14291
H 3.86016 1.80977 0.76305
H 1.41360 2.02556 0.16829
H 2.39281 3.44836 -0.32131
*
```

Here is C28H24I2N4O2PSbSe4Tc as an isolated structure from OMol25. Energies are from ωB97M-V/def2-TZVPD.

**Energy relative to the best compared isomer or geometry (same formula, charge and spin)**: 7.6 kcal per mole
**E_LUMO (alpha / beta)**: -9.8 / -9.8 eV
**Highest occupied orbital energy (alpha / beta)**: -0.561 / -0.561 hartree
**HOMO-LUMO gap (alpha / beta)**: 5.5 / 5.5 eV

ORCA input file:
```
! RIJCOSX wB97M-V def2-TZVPD def2/J DEFGRID3
* xyz 3 1
Tc -1.01860 0.56388 -0.42397
I 0.55621 4.86712 0.13930
C -0.40581 4.04395 1.77409
C -0.63672 4.87310 2.88527
C -1.22733 4.37948 4.01758
I -1.48298 5.65766 5.61270
C -1.62878 3.00882 4.07313
C -2.20852 2.42779 5.22100
C -2.54500 1.10307 5.22574
C -2.32571 0.35865 4.06967
N -1.80875 0.86233 2.96034
C -1.43069 2.18403 2.93920
C -0.79517 2.72373 1.78291
O -0.50386 1.95202 0.73210
H -0.32898 5.90865 2.84852
H -2.36749 3.03647 6.10095
H -2.97312 0.63084 6.09758
H -2.59276 -0.69175 4.04691
N -0.04572 1.76690 -1.97631
C 0.85642 1.02576 -2.85410
C 1.15020 1.48529 -4.12632
C 2.09271 0.80886 -4.88738
C 2.75511 -0.29865 -4.36840
C 2.45112 -0.75422 -3.09699
C 1.46776 -0.11069 -2.34234
P 1.00461 -0.60945 -0.67402
C 0.72145 -2.38485 -0.62615
C 0.62203 -3.16935 -1.77466
C 0.43156 -4.54070 -1.66153
C 0.34288 -5.12965 -0.40743
C 0.43557 -4.35026 0.73992
C 0.61817 -2.98087 0.63438
C 2.38400 -0.25382 0.41861
C 3.38231 -1.21902 0.57777
C 4.53119 -0.90215 1.28409
C 4.68663 0.36448 1.83093
C 3.69398 1.32280 1.67668
C 2.54152 1.01827 0.97058
H 0.49253 2.47374 -1.46509
H -0.70528 2.30180 -2.53818
H 0.67074 2.37590 -4.51446
H 2.33167 1.16466 -5.88029
H 3.51000 -0.80259 -4.95573
H 2.97917 -1.60913 -2.69294
H 0.73819 -2.72539 -2.75612
H 0.37612 -5.15251 -2.55188
H 0.21377 -6.20029 -0.32261
H 0.38345 -4.81298 1.71628
H 0.71901 -2.38329 1.53443
H 3.27054 -2.21148 0.16049
H 5.30588 -1.64603 1.40911
H 5.58668 0.60499 2.38041
H 3.81914 2.30713 2.10688
H 1.77510 1.76957 0.84855
Se -5.41389 -1.50821 2.23213
Sb -4.65718 -3.62048 0.99411
Se -4.32410 0.04823 0.94030
Se -2.13861 -0.59619 1.33925
Se -2.86261 -2.80537 -0.27204
N -2.22995 -1.73272 -3.65111
C -2.57959 -0.61408 -3.01597
N -3.50409 0.19650 -3.53266
O -2.00500 -0.32621 -1.92548
H -2.71205 -2.05307 -4.47534
H -1.60413 -2.37090 -3.18500
H -4.02588 -0.04873 -4.35874
H -3.80909 0.99863 -3.00864
*
```

Number 1: strongest force on any atom 0.326 eV Å⁻¹. Number 2: strongest force on any atom 0.183 eV Å⁻¹. Number 3: strongest force on any atom 0.931 eV Å⁻¹.